126
Properties=species:S:1:pos:R:3:forces:R:3 method="wB97M-V/def2-TZVPD" homo_energy_ev=-4.98 charge=-1
Cl -23.063 -20.179 0.202 -0.325 0.775 1.345
O -24.185 -20.789 -0.476 5.977 2.878 6.773
O -22.799 -18.867 -0.328 -0.697 -4.735 -2.608
O -23.349 -20.089 1.585 0.977 -0.591 -0.569
O -21.937 -21.040 0.024 -5.666 -0.427 1.775
O -23.630 -20.828 -5.864 0.384 0.093 0.597
P -23.426 -20.121 -4.568 -1.659 0.436 1.281
N -22.962 -18.449 -4.752 1.290 -1.116 1.539
C -21.523 -18.114 -5.005 -2.387 -1.395 0.718
C -23.856 -17.563 -5.427 -1.000 -0.511 0.028
N -22.312 -20.886 -3.540 -1.347 -0.176 -3.039
C -21.845 -20.339 -2.330 -0.213 1.374 -0.342
C -22.158 -22.337 -3.788 -5.066 3.927 0.554
N -24.896 -20.116 -3.670 -0.902 0.292 -0.657
C -25.925 -21.249 -3.845 2.358 1.510 -0.583
C -25.035 -19.467 -2.336 0.130 0.763 -1.516
H -21.420 -17.089 -4.648 0.626 -0.155 -0.046
H -21.330 -18.239 -6.070 0.504 0.146 -0.045
H -21.082 -18.896 -4.385 1.208 0.543 -0.267
H -24.760 -17.488 -4.823 -0.488 -0.333 -0.515
H -23.975 -18.017 -6.411 -0.837 0.661 -0.444
H -23.539 -16.523 -5.499 0.728 -0.157 -0.012
H -20.789 -20.544 -2.151 -0.491 -0.479 -0.124
H -21.911 -19.257 -2.442 0.042 0.145 0.140
H -22.388 -20.582 -1.417 0.828 -0.327 -4.160
H -21.295 -22.722 -3.245 -1.362 4.767 -0.394
H -22.945 -22.974 -3.384 -1.234 0.999 0.621
H -22.403 -22.624 -4.811 0.990 1.186 -0.742
H -26.175 -21.356 -4.900 0.305 -0.270 0.050
H -25.336 -22.062 -3.418 -0.994 -0.707 -0.669
H -26.843 -21.016 -3.306 0.320 0.036 0.260
H -24.688 -20.001 -1.451 -0.786 1.553 -2.715
H -26.089 -19.313 -2.104 -0.167 0.652 -0.477
H -24.424 -18.565 -2.382 -0.448 0.508 0.101
O -23.875 -21.102 3.409 1.170 -0.471 2.690
P -22.652 -21.851 3.822 -0.513 -0.853 -0.974
N -23.190 -23.235 4.566 2.447 -2.201 -2.590
C -24.308 -23.202 5.348 -2.254 0.646 2.152
C -22.344 -24.398 4.891 0.591 1.031 -0.320
N -21.471 -21.164 4.846 -1.211 3.462 -1.228
C -20.577 -21.909 5.618 0.828 -2.357 -0.611
C -21.116 -19.674 4.796 -1.734 -1.781 -0.066
N -21.742 -22.490 2.574 0.403 -0.820 -0.870
C -20.732 -21.579 1.954 -1.640 -0.750 5.035
C -22.386 -23.349 1.512 -0.183 1.602 1.703
H -23.924 -23.021 6.352 -0.790 0.410 0.926
H -24.886 -24.122 5.434 0.230 -0.458 -0.457
H -25.016 -22.448 5.005 0.221 0.231 0.274
H -21.899 -24.135 5.851 0.085 -0.914 0.423
H -21.526 -24.537 4.184 -0.044 0.382 -0.134
H -22.855 -25.360 4.896 -0.540 0.282 0.257
H -19.578 -21.472 5.618 -0.129 0.356 0.658
H -20.964 -22.281 6.567 0.235 0.671 0.602
H -20.390 -22.840 5.083 0.227 -0.295 -0.103
H -21.748 -19.249 4.016 0.260 0.240 -0.063
H -21.421 -19.223 5.740 0.196 0.131 0.088
H -20.054 -19.510 4.613 -0.032 -0.168 -0.161
H -20.234 -22.029 1.095 -3.363 0.224 4.765
H -21.265 -20.648 1.760 1.332 0.068 0.527
H -19.916 -21.474 2.668 0.162 0.411 0.404
H -21.968 -23.179 0.520 1.148 0.091 1.485
H -23.423 -23.058 1.346 0.420 0.426 0.761
H -22.510 -24.419 1.684 0.808 -0.237 0.658
O -19.277 -24.294 -1.144 0.802 1.461 -0.377
P -18.848 -23.121 -1.962 1.465 1.738 -0.695
N -19.010 -21.538 -1.247 1.321 -0.855 -2.224
C -19.720 -21.277 -0.033 3.516 -2.486 -3.357
C -18.608 -20.265 -1.779 0.687 0.210 -0.374
N -19.763 -22.948 -3.380 0.268 0.443 -1.253
C -19.863 -21.743 -4.305 1.902 -0.197 0.312
C -20.658 -23.988 -3.874 4.805 -4.469 -3.664
N -17.172 -23.299 -2.501 -0.635 1.071 1.287
C -16.524 -22.542 -3.569 -2.535 0.040 -0.613
C -16.307 -24.352 -2.034 -1.183 -1.007 -0.277
H -19.268 -20.586 0.677 0.809 -0.137 -0.257
H -19.743 -22.302 0.337 2.150 -0.454 -2.657
H -20.769 -21.057 -0.230 3.968 0.538 -0.633
H -19.417 -19.536 -1.815 -0.425 -0.112 0.028
H -18.241 -20.298 -2.805 0.637 0.077 0.365
H -17.960 -19.832 -1.016 0.885 0.269 -0.455
H -20.786 -21.796 -4.881 1.227 -0.198 -0.329
H -19.943 -20.785 -3.791 0.245 -0.450 0.090
H -18.966 -21.728 -4.925 -0.088 0.070 -0.255
H -20.448 -24.290 -4.900 0.935 -0.088 -0.504
H -20.584 -24.858 -3.222 1.950 0.283 -1.347
H -21.715 -23.733 -3.945 2.125 -2.552 -1.480
H -15.534 -22.899 -3.850 -0.078 0.137 0.476
H -17.195 -22.745 -4.404 0.436 0.319 -0.845
H -16.602 -21.470 -3.391 0.663 0.057 0.009
H -16.661 -24.686 -1.059 0.569 -0.128 0.065
H -15.249 -24.110 -2.133 -0.063 0.407 0.729
H -16.444 -25.159 -2.753 0.181 -0.775 0.165
C -21.905 -17.253 0.577 2.215 0.517 0.384
C -23.067 -17.331 1.558 -1.391 1.865 0.212
C -23.407 -15.849 1.811 -0.386 -0.956 1.170
O -24.435 -15.815 2.797 -0.331 2.267 -0.001
C -24.593 -14.437 3.289 0.894 -1.743 0.224
N -24.385 -17.929 1.108 1.232 2.172 1.172
H -22.184 -17.088 -0.463 0.043 0.627 0.263
H -21.348 -18.189 0.571 0.561 0.718 0.274
H -21.148 -16.511 0.831 -0.205 0.674 0.516
H -22.762 -17.840 2.472 0.004 0.290 0.131
H -23.741 -15.329 0.913 -0.271 -0.226 -0.523
H -22.510 -15.296 2.093 0.182 0.065 0.628
H -23.860 -14.405 4.096 0.079 0.680 0.177
H -25.573 -14.237 3.722 -0.125 -0.417 -0.293
H -24.348 -13.686 2.538 -0.091 -0.050 -0.173
H -24.438 -17.355 0.279 -0.991 -0.583 -0.811
H -24.085 -18.873 0.910 -2.654 2.394 0.616
C -25.883 -24.349 -0.203 0.967 -0.503 0.513
C -24.971 -23.115 -0.250 -1.023 -1.411 -0.724
C -23.562 -23.483 -0.742 1.365 -1.301 -0.926
O -23.376 -24.228 -1.968 -1.578 -1.128 0.424
C -21.993 -24.488 -2.276 -3.106 -0.305 4.721
N -25.613 -22.128 -1.029 -2.996 -1.368 -2.490
H -25.473 -25.068 -0.912 -0.310 -0.142 -0.182
H -26.930 -24.144 -0.426 0.179 0.207 0.079
H -25.791 -24.809 0.781 -0.244 -0.206 0.101
H -24.896 -22.634 0.725 0.161 -0.435 0.169
H -23.009 -24.080 -0.018 -1.267 -0.592 -0.989
H -22.937 -22.598 -0.860 -0.414 0.003 -0.150
H -21.906 -25.356 -2.930 -1.530 0.232 0.307
H -21.334 -24.695 -1.434 -0.539 -0.496 0.679
H -21.685 -23.484 -2.569 -0.639 -2.082 2.920
H -24.870 -21.452 -1.139 -2.948 -2.375 -2.542
H -25.854 -22.435 -1.960 -0.309 -0.823 0.507



127
Properties=species:S:1:pos:R:3:forces:R:3 method="wB97M-V/def2-TZVPD" homo_energy_ev=-13.93 relative_energy_kcal_mol=0.00 charge=+2
In 4.424 0.383 -1.001 -1.002 0.196 0.320
N 1.632 0.104 -0.670 -1.638 -0.889 0.151
S 0.370 1.085 -0.781 -0.609 3.270 -0.698
O -0.021 1.641 0.472 -0.035 -0.414 0.170
O -0.656 0.686 -1.693 0.275 -0.697 0.253
F 1.030 2.307 -1.517 0.273 -0.557 0.066
S 0.953 -1.208 0.056 3.199 -2.738 0.252
O 0.181 -2.064 -0.774 -1.058 0.718 -0.453
O 0.660 -1.091 1.436 -0.663 0.661 0.097
F 2.313 -2.040 0.066 0.176 0.507 0.184
C -1.754 -4.129 0.988 -0.135 0.261 0.742
C -3.089 -4.430 1.665 -0.846 0.216 -0.154
O -3.087 -5.638 2.368 0.078 0.211 -0.086
H -1.877 -3.312 0.275 -0.020 -0.088 -0.099
H -1.380 -5.039 0.525 0.090 0.059 -0.118
H -1.063 -3.776 1.761 0.264 -0.125 -0.241
H -3.933 -4.445 0.973 0.180 -0.413 -0.142
H -3.397 -3.609 2.355 0.465 0.034 -0.021
H -2.303 -5.657 2.933 0.008 -0.157 0.038
C 3.431 1.587 3.829 0.201 -0.147 -0.448
C 2.765 0.860 2.664 0.083 0.333 1.101
O 3.711 0.123 1.889 0.144 -0.152 -0.795
H 2.775 2.361 4.226 -0.040 -0.055 0.086
H 4.342 2.065 3.465 -0.023 0.097 0.076
H 3.706 0.891 4.623 -0.026 0.046 0.062
H 2.289 1.594 2.019 -0.059 -0.254 -0.226
H 2.016 0.173 3.066 -0.172 0.100 -0.323
H 3.878 -0.729 2.305 0.004 0.037 0.125
C -1.222 0.929 3.494 0.529 0.264 0.070
C -2.335 1.921 3.329 -0.672 0.178 -0.061
O -3.571 1.201 3.442 0.201 0.113 -0.057
H -1.192 0.208 2.682 -0.108 -0.143 0.079
H -1.315 0.441 4.465 -0.128 -0.180 -0.106
H -0.249 1.428 3.502 -0.074 0.086 -0.091
H -2.336 2.459 2.366 0.283 -0.286 -0.042
H -2.285 2.720 4.079 -0.025 -0.217 0.178
H -4.292 1.832 3.543 -0.042 0.016 0.031
C -2.234 -2.665 -3.082 -0.193 0.215 -0.230
C -3.518 -2.039 -3.623 0.311 -1.043 -0.274
O -4.647 -2.357 -2.883 0.297 0.339 0.068
H -2.294 -3.747 -3.221 -0.065 -0.025 0.111
H -2.056 -2.455 -2.025 0.082 0.083 -0.056
H -1.398 -2.297 -3.678 0.079 0.060 0.171
H -3.710 -2.429 -4.631 -0.088 0.352 -0.096
H -3.388 -0.941 -3.748 -0.106 0.100 0.117
H -4.415 -2.327 -1.931 -0.246 0.020 0.259
C 3.653 -4.214 -3.582 -0.451 -0.240 0.281
C 3.014 -3.131 -2.733 0.802 0.006 -0.056
O 4.039 -2.356 -2.058 0.026 0.124 -0.073
H 4.083 -4.990 -2.946 0.253 0.089 -0.083
H 4.395 -3.793 -4.254 0.083 -0.080 -0.050
H 2.868 -4.712 -4.156 0.077 0.073 -0.125
H 2.373 -3.568 -1.970 -0.400 0.163 -0.168
H 2.508 -2.426 -3.384 -0.353 0.005 0.257
H 4.499 -2.980 -1.484 0.144 0.117 0.049
C -0.905 5.134 3.066 0.014 -1.235 0.283
C -0.024 4.419 2.043 0.248 1.372 0.206
O 1.325 4.936 2.121 -0.115 -0.735 -0.208
H -1.906 4.696 3.050 -0.162 0.456 -0.346
H -0.918 6.211 2.939 -0.115 0.055 -0.042
H -0.559 4.868 4.069 0.276 0.374 -0.026
H -0.393 4.597 1.026 -0.125 -0.296 0.029
H 0.028 3.354 2.241 0.074 -0.044 -0.073
H 1.320 5.835 1.778 -0.013 0.082 0.086
C 1.262 -1.845 4.934 0.076 0.134 -0.365
C 1.325 -2.982 5.925 0.231 -0.433 -0.465
O 1.782 -2.484 7.151 -0.102 0.043 0.293
H 0.575 -2.048 4.109 -0.046 -0.072 0.078
H 2.241 -1.677 4.477 0.027 0.058 0.144
H 0.956 -0.919 5.421 -0.064 -0.048 0.054
H 2.035 -3.745 5.555 -0.110 0.026 -0.005
H 0.367 -3.516 6.011 -0.065 0.239 0.188
H 1.727 -3.178 7.817 0.062 0.045 0.049
C 2.736 4.969 -1.134 -0.241 -0.321 0.032
C 3.819 4.186 -0.405 0.407 0.324 -0.321
O 3.339 2.960 0.145 0.102 -0.184 -0.171
H 1.797 4.905 -0.574 0.113 0.142 0.047
H 2.530 4.542 -2.117 0.039 0.020 0.007
H 2.994 6.019 -1.253 0.101 0.005 0.005
H 4.313 4.792 0.361 -0.277 -0.061 0.158
H 4.622 3.919 -1.100 -0.066 -0.072 0.007
H 2.533 3.175 0.634 0.050 -0.007 0.140
C -1.274 2.094 -4.540 0.045 -0.138 -0.407
C -2.574 2.438 -5.219 0.061 0.079 -0.012
O -2.693 1.666 -6.395 -0.208 -0.173 0.211
H -0.473 2.248 -5.268 0.104 0.170 0.188
H -1.222 1.037 -4.264 -0.203 0.043 0.134
H -1.130 2.712 -3.657 0.127 -0.018 -0.006
H -2.568 3.506 -5.499 -0.084 -0.023 0.115
H -3.448 2.293 -4.568 0.050 0.097 0.016
H -3.608 1.732 -6.694 0.041 -0.026 -0.226
C -2.999 -0.467 0.337 -0.080 0.391 0.176
C -4.478 -0.674 0.459 0.234 -0.417 -0.215
O -4.764 -1.915 -0.211 -0.124 -0.187 0.058
H -2.455 -1.197 0.939 0.067 -0.075 -0.119
H -2.755 0.524 0.720 0.133 -0.006 -0.086
H -2.704 -0.532 -0.711 0.197 0.024 0.056
H -5.034 0.127 -0.040 -0.093 0.044 0.207
H -4.760 -0.754 1.515 -0.221 0.157 -0.110
H -5.698 -2.144 -0.125 -0.051 0.094 0.070
C 2.409 -4.510 2.058 0.433 0.779 0.079
C 1.913 -5.277 0.845 0.340 -0.193 0.725
O 1.251 -6.453 1.282 -0.336 -0.035 -0.467
H 3.044 -3.678 1.736 0.017 -0.052 0.046
H 3.015 -5.135 2.716 0.015 -0.162 -0.167
H 1.634 -4.067 2.688 -0.283 -0.180 -0.228
H 2.779 -5.505 0.209 -0.127 -0.154 -0.047
H 1.212 -4.705 0.238 -0.126 0.026 0.104
H 1.901 -7.089 1.592 0.024 0.004 0.014
C -3.144 2.977 -0.963 -0.303 0.147 0.607
C -2.958 4.253 -1.740 -0.175 0.157 -0.332
O -3.962 4.306 -2.748 0.012 -0.107 -0.033
H -2.391 2.913 -0.173 0.235 -0.259 -0.272
H -3.121 2.120 -1.634 0.246 -0.099 0.085
H -4.101 2.958 -0.431 -0.078 0.153 -0.251
H -1.964 4.251 -2.216 -0.041 0.100 0.122
H -3.035 5.146 -1.112 0.115 -0.120 0.131
H -4.051 5.211 -3.063 0.010 -0.003 -0.026
C 1.862 0.337 -4.185 0.012 -1.084 -0.315
C 2.734 1.535 -4.407 -0.571 0.356 0.297
O 3.300 1.915 -3.125 0.496 -0.216 -0.325
H 1.228 0.115 -5.046 0.069 0.263 -0.094
H 1.204 0.394 -3.321 0.072 0.350 -0.044
H 2.469 -0.567 -4.062 0.101 0.185 0.104
H 2.130 2.376 -4.765 0.052 0.022 0.091
H 3.510 1.361 -5.154 0.107 -0.143 0.138
H 3.953 2.597 -3.323 0.043 0.112 0.201